(1)
Entry from the OMol25 dataset: a structure of composition C23H51N3O3P4Ru (the ωB97M-V functional and the def2-TZVPD basis).

Last column: Mulliken spin population.
Geometry (Å):
P (3.23, -1.39, -0.90)  0.66
C (3.79, -1.15, 0.84)  0.11
H (4.80, -1.57, 0.98)  0.02
H (3.08, -1.63, 1.53)  -0.04
H (3.82, -0.07, 1.04)  0.00
C (4.41, -2.70, -1.41)  0.07
H (4.56, -2.65, -2.49)  0.00
H (3.97, -3.67, -1.15)  0.00
H (5.37, -2.59, -0.89)  0.03
C (4.06, 0.07, -1.67)  0.10
H (5.11, -0.16, -1.92)  0.03
H (4.02, 0.92, -0.98)  0.00
H (3.52, 0.34, -2.58)  -0.01
P (-1.51, 3.87, -2.15)  0.30
C (-1.55, 4.33, -0.39)  0.03
H (-1.87, 5.38, -0.26)  0.01
H (-0.55, 4.18, 0.04)  0.00
H (-2.24, 3.65, 0.13)  0.00
C (-0.52, 5.16, -2.97)  0.02
H (-0.53, 4.96, -4.05)  0.00
H (0.51, 5.08, -2.61)  0.00
H (-0.94, 6.15, -2.75)  0.01
C (-3.19, 4.17, -2.78)  0.02
H (-3.44, 5.23, -2.71)  0.01
H (-3.89, 3.56, -2.20)  0.00
H (-3.23, 3.83, -3.83)  0.00
P (-2.67, -1.61, -0.93)  0.15
C (-3.28, -1.80, 0.73)  0.02
H (-3.82, -2.75, 0.80)  0.01
H (-3.97, -0.98, 0.98)  0.00
H (-2.44, -1.80, 1.44)  -0.01
C (-3.81, -2.02, -2.23)  0.01
H (-4.40, -2.89, -1.89)  0.00
H (-3.27, -2.28, -3.15)  0.00
H (-4.49, -1.18, -2.42)  0.00
C (-1.10, -2.44, -1.12)  -0.02
H (-1.29, -3.52, -1.07)  0.01
H (-0.44, -2.11, -0.30)  0.03
H (-0.64, -2.18, -2.09)  -0.01
Ru (-0.59, 1.02, -3.06)  0.61
C (0.42, 1.57, -1.55)  -0.03
O (1.04, 1.88, -0.61)  0.03
C (-2.16, 0.21, -1.26)  0.23
O (-2.62, 1.13, -0.62)  0.39
C (-1.72, 0.81, -4.79)  -0.04
C (-1.17, -0.41, -4.41)  0.10
C (0.20, -0.50, -4.14)  -0.04
C (1.01, 0.65, -4.20)  0.02
C (0.44, 1.88, -4.55)  0.00
C (-0.92, 1.95, -4.86)  0.13
H (-2.79, 0.89, -4.96)  0.00
H (-1.80, -1.28, -4.30)  0.02
H (0.64, -1.45, -3.85)  0.01
H (2.07, 0.57, -3.97)  0.00
H (1.05, 2.77, -4.58)  0.01
H (-1.36, 2.91, -5.12)  0.01
C (2.43, 0.56, 3.75)  -0.02
N (0.99, 0.37, 3.57)  0.42
C (0.23, 1.61, 3.44)  -0.02
P (0.27, -1.01, 2.96)  -0.02
O (-0.18, -0.88, 1.54)  0.06
N (1.44, -2.20, 3.14)  0.00
C (1.29, -3.40, 2.30)  -0.02
C (2.11, -2.48, 4.41)  0.00
N (-1.04, -1.36, 3.94)  0.43
C (-0.95, -2.10, 5.19)  -0.01
C (-2.24, -0.53, 3.85)  -0.03
H (2.72, 0.44, 4.80)  0.03
H (3.02, -0.14, 3.14)  0.02
H (2.69, 1.58, 3.44)  0.02
H (-0.20, 1.71, 2.43)  0.02
H (-0.57, 1.67, 4.18)  0.03
H (0.92, 2.45, 3.60)  0.01
H (1.05, -3.12, 1.27)  0.02
H (2.25, -3.94, 2.29)  0.00
H (0.51, -4.07, 2.69)  0.00
H (3.18, -2.64, 4.22)  0.00
H (2.00, -1.66, 5.13)  0.00
H (1.71, -3.40, 4.87)  0.00
H (-0.38, -1.55, 5.96)  0.02
H (-1.96, -2.25, 5.57)  0.00
H (-0.49, -3.08, 5.04)  0.01
H (-2.25, 0.26, 4.63)  0.03
H (-2.33, -0.06, 2.86)  0.01
H (-3.12, -1.17, 4.01)  0.02

Values from the calculation:
HOMO energy (spin up / spin down) (eV): -16.5 / -18.2
HOMO-LUMO gap (spin up / spin down) (eV): 5.6 / 3.9
Net charge: +4
ΔE to the lowest compared entry with this formula, charge and spin (kcal per mole): 23.1
Multiplicity: 5
Lowest unoccupied orbital energy (spin up / spin down) (eV): -10.900 / -14.364
<S²>: 6.03
Molar mass (g mol⁻¹): 642.6

(2)
Entry from the OMol25 dataset: a structure of composition C39H31N7O4PSZr (the ωB97M-V functional and the def2-TZVPD basis).

Last column: Löwdin charge in e.
Geometry (Å):
Zr (0.01, -0.42, -0.12)  1.68
N (-3.21, -0.92, -3.43)  0.10
C (-2.52, -1.04, -2.28)  -0.86
S (-0.89, -1.59, -2.35)  0.72
N (-3.13, -0.73, -1.16)  -0.01
N (-2.30, -0.94, -0.09)  -0.16
C (-2.85, -1.30, 1.00)  -0.09
C (-2.01, -1.62, 2.14)  -0.27
C (-2.56, -2.21, 3.27)  0.00
C (-1.71, -2.58, 4.30)  -0.02
C (-0.35, -2.36, 4.15)  -0.02
C (0.12, -1.76, 2.99)  -0.08
N (-0.69, -1.38, 2.00)  0.02
H (-2.81, -1.28, -4.27)  0.09
H (-4.21, -0.83, -3.37)  0.11
H (-3.93, -1.42, 1.06)  0.14
H (-3.62, -2.36, 3.33)  0.13
H (-2.10, -3.05, 5.19)  0.12
H (0.36, -2.66, 4.92)  0.12
H (1.17, -1.58, 2.84)  0.11
O (4.94, -2.43, -1.90)  0.08
C (4.46, -3.34, -1.05)  -0.26
C (5.31, -4.40, -0.71)  0.00
C (4.89, -5.39, 0.16)  -0.06
C (3.60, -5.35, 0.71)  -0.08
C (2.76, -4.31, 0.38)  -0.02
C (3.17, -3.29, -0.49)  -0.08
C (2.25, -2.21, -0.79)  -0.39
O (1.09, -2.19, -0.19)  -0.25
N (2.60, -1.25, -1.63)  0.09
N (1.61, -0.32, -1.71)  -0.16
C (1.67, 0.63, -2.55)  -0.05
C (0.52, 1.53, -2.61)  -0.26
C (0.42, 2.51, -3.58)  0.01
C (-0.74, 3.26, -3.67)  -0.03
C (-1.77, 2.99, -2.78)  -0.02
C (-1.59, 2.01, -1.83)  -0.14
N (-0.47, 1.29, -1.73)  -0.02
H (4.25, -1.76, -2.07)  0.07
H (6.30, -4.42, -1.14)  0.12
H (5.56, -6.20, 0.41)  0.11
H (3.27, -6.13, 1.38)  0.10
H (1.76, -4.27, 0.79)  0.11
H (2.52, 0.74, -3.22)  0.15
H (1.24, 2.67, -4.27)  0.12
H (-0.84, 4.03, -4.42)  0.12
H (-2.70, 3.54, -2.81)  0.12
H (-2.37, 1.77, -1.12)  0.09
O (2.13, -0.27, 1.52)  0.03
C (1.63, 0.87, 1.53)  -0.62
O (1.13, 1.36, 0.44)  -0.22
C (1.36, 1.65, 2.77)  -0.14
C (2.36, 1.84, 3.71)  0.00
C (2.12, 2.65, 4.81)  -0.05
C (0.88, 3.25, 4.97)  -0.05
C (-0.13, 3.02, 4.04)  -0.08
C (0.09, 2.20, 2.94)  -0.27
P (-1.26, 1.85, 1.74)  1.12
C (-2.73, 1.46, 2.74)  -0.37
C (-3.94, 1.30, 2.05)  -0.14
C (-5.08, 0.88, 2.70)  -0.07
C (-5.04, 0.60, 4.06)  -0.07
C (-3.84, 0.73, 4.75)  -0.07
C (-2.70, 1.15, 4.10)  -0.09
C (-1.55, 3.52, 1.06)  -0.35
C (-0.52, 4.10, 0.32)  -0.10
C (-0.67, 5.37, -0.22)  -0.07
C (-1.85, 6.07, -0.04)  -0.07
C (-2.87, 5.50, 0.70)  -0.07
C (-2.72, 4.24, 1.26)  -0.08
H (3.33, 1.38, 3.56)  0.13
H (2.90, 2.82, 5.54)  0.11
H (0.69, 3.90, 5.81)  0.11
H (-1.10, 3.50, 4.18)  0.12
H (-3.98, 1.49, 0.98)  0.11
H (-6.01, 0.78, 2.15)  0.11
H (-5.94, 0.28, 4.58)  0.11
H (-3.80, 0.50, 5.81)  0.11
H (-1.77, 1.23, 4.65)  0.10
H (0.41, 3.55, 0.17)  0.10
H (0.15, 5.80, -0.79)  0.11
H (-1.97, 7.06, -0.46)  0.11
H (-3.79, 6.05, 0.87)  0.11
H (-3.53, 3.83, 1.86)  0.10

Values from the calculation:
HOMO energy (eV): -10.3
HOMO-LUMO gap (eV): 6.8
Net charge: +1
ΔE to the lowest compared entry with this formula, charge and spin (kcal per mole): 1.7
Lowest unoccupied orbital energy (eV): -3.500
Molar mass (g mol⁻¹): 816.0

(3)
Entry from the OMol25 dataset: the molecule C4H10O3S (the ωB97M-V functional and the def2-TZVPD basis).

Last column: natural (NBO) charge in e.
Geometry (Å):
C (-1.34, 1.07, 0.15)  -0.66
C (-1.12, -0.25, -0.56)  0.10
C (-1.65, -1.48, 0.17)  -0.66
O (0.28, -0.50, -0.89)  -0.73
S (1.51, -0.58, 0.11)  2.37
C (2.29, 1.05, -0.03)  -0.89
O (1.03, -0.74, 1.47)  -0.93
O (2.45, -1.42, -0.58)  -0.91
H (-0.90, 1.18, 1.14)  0.23
H (-0.95, 1.94, -0.40)  0.22
H (-2.39, 1.25, 0.33)  0.23
H (-1.58, -0.20, -1.60)  0.20
H (-2.75, -1.59, 0.12)  0.22
H (-1.17, -2.51, -0.16)  0.24
H (-1.23, -1.40, 1.24)  0.24
H (1.71, 1.98, 0.10)  0.24
H (2.62, 1.10, -1.13)  0.25
H (3.20, 1.11, 0.51)  0.25

Values from the calculation:
HOMO energy (eV): -11.0
HOMO-LUMO gap (eV): 11.7
Net charge: 0
ΔE to the lowest compared entry with this formula, charge and spin (kcal per mole): 36.3
Lowest unoccupied orbital energy (eV): 0.752
Molar mass (g mol⁻¹): 138.2

(4)
Entry from the OMol25 dataset: a cluster of 8 separate species, C28H77N5O9 in total (the ωB97M-V functional and the def2-TZVPD basis).

Last column: Löwdin charge in e.
Geometry (Å):
C (13.88, 11.96, -21.76)  -0.12
O (14.14, 13.06, -20.96)  -0.19
C (14.49, 12.69, -19.64)  -0.22
C (14.92, 13.95, -18.87)  -0.43
C (14.87, 13.72, -17.37)  -0.08
N (14.01, 15.08, -19.19)  0.03
H (13.52, 11.11, -21.18)  0.08
H (14.78, 11.63, -22.28)  0.09
H (13.17, 12.22, -22.55)  0.07
H (13.64, 12.23, -19.10)  0.13
H (15.30, 11.94, -19.68)  0.13
H (15.92, 14.18, -19.22)  0.14
H (15.11, 14.63, -16.82)  0.07
H (15.58, 12.94, -17.07)  0.08
H (13.89, 13.44, -16.99)  0.08
H (13.05, 14.72, -19.15)  0.07
H (14.05, 15.22, -20.20)  0.06
C (12.85, 5.38, -26.71)  -0.08
O (13.86, 4.58, -27.32)  -0.19
C (15.18, 5.01, -27.24)  -0.25
C (15.98, 4.01, -27.99)  -0.43
C (15.96, 2.63, -27.33)  -0.06
N (17.35, 4.46, -28.31)  0.04
H (13.15, 5.59, -25.69)  0.06
H (11.91, 4.83, -26.82)  0.09
H (12.75, 6.32, -27.26)  0.08
H (15.38, 6.02, -27.65)  0.13
H (15.57, 5.16, -26.21)  0.13
H (15.52, 3.81, -28.97)  0.14
H (16.59, 1.90, -27.85)  0.07
H (14.96, 2.20, -27.35)  0.07
H (16.25, 2.66, -26.27)  0.08
H (17.79, 3.87, -29.00)  0.06
H (17.95, 4.32, -27.49)  0.04
C (15.63, 10.21, -25.27)  -0.11
O (14.30, 9.93, -24.94)  -0.22
C (13.41, 10.36, -25.95)  -0.21
C (12.00, 9.99, -25.56)  -0.40
C (11.57, 10.69, -24.28)  -0.04
N (11.96, 8.51, -25.44)  0.08
H (15.74, 11.29, -25.40)  0.09
H (15.98, 9.71, -26.18)  0.09
H (16.21, 9.90, -24.40)  0.08
H (13.50, 11.44, -26.13)  0.13
H (13.66, 9.84, -26.89)  0.13
H (11.33, 10.27, -26.38)  0.14
H (12.37, 10.62, -23.55)  0.04
H (10.66, 10.24, -23.87)  0.07
H (11.31, 11.73, -24.49)  0.08
H (11.08, 8.24, -25.00)  0.04
H (12.73, 8.29, -24.81)  0.04
C (14.15, 0.80, -15.36)  -0.11
O (14.66, 1.83, -16.17)  -0.18
C (13.77, 2.24, -17.14)  -0.25
C (14.46, 3.14, -18.17)  -0.43
C (15.32, 4.19, -17.45)  -0.07
N (13.37, 3.86, -18.88)  0.04
H (13.34, 1.19, -14.72)  0.09
H (14.93, 0.40, -14.72)  0.09
H (13.75, -0.02, -15.97)  0.09
H (13.33, 1.38, -17.68)  0.13
H (12.94, 2.80, -16.69)  0.13
H (15.12, 2.54, -18.80)  0.14
H (16.12, 3.77, -16.85)  0.07
H (14.74, 4.87, -16.83)  0.08
H (15.76, 4.78, -18.27)  0.07
H (13.77, 4.32, -19.69)  0.06
H (12.73, 3.11, -19.11)  0.07
C (8.12, 10.26, -19.88)  -0.09
O (9.01, 9.35, -20.49)  -0.19
C (9.01, 8.06, -19.96)  -0.25
C (10.32, 7.43, -20.31)  -0.20
N (10.47, 7.27, -21.75)  -0.06
C (9.76, 6.10, -22.30)  -0.17
C (9.96, 6.07, -23.81)  -0.22
O (9.40, 7.23, -24.42)  -0.21
C (9.08, 7.05, -25.77)  -0.12
H (7.85, 10.01, -18.86)  0.08
H (7.26, 10.34, -20.55)  0.09
H (8.65, 11.22, -19.86)  0.09
H (8.24, 7.38, -20.36)  0.12
H (8.77, 8.12, -18.89)  0.12
H (10.47, 6.48, -19.79)  0.13
H (11.15, 8.07, -20.00)  0.12
H (10.12, 8.07, -22.25)  0.10
H (8.68, 6.34, -22.24)  0.12
H (10.01, 5.15, -21.85)  0.12
H (9.44, 5.16, -24.15)  0.13
H (11.01, 5.99, -24.09)  0.11
H (8.26, 7.70, -26.06)  0.09
H (8.80, 6.01, -25.98)  0.09
H (9.93, 7.27, -26.42)  0.08
C (13.97, 2.43, -22.66)  -0.09
C (13.18, 3.09, -23.75)  -0.31
O (12.03, 3.77, -23.21)  -0.12
H (13.24, 2.06, -21.95)  0.08
H (14.65, 3.13, -22.17)  0.07
H (14.54, 1.59, -23.05)  0.07
H (12.82, 2.31, -24.43)  0.11
H (13.71, 3.83, -24.36)  0.09
H (12.42, 4.42, -22.60)  0.03
C (19.08, 6.23, -23.68)  -0.09
C (18.89, 6.25, -25.20)  -0.28
O (19.08, 4.88, -25.64)  -0.11
H (20.15, 6.34, -23.46)  0.07
H (18.69, 5.30, -23.28)  0.07
H (18.64, 7.05, -23.10)  0.06
H (19.75, 6.81, -25.58)  0.11
H (17.97, 6.70, -25.56)  0.10
H (19.75, 4.94, -26.33)  0.08
C (13.89, 8.25, -22.03)  -0.08
C (13.89, 6.91, -22.76)  -0.29
O (13.15, 5.94, -22.05)  -0.11
H (12.85, 8.56, -21.85)  0.06
H (14.42, 8.99, -22.61)  0.05
H (14.31, 8.21, -21.03)  0.09
H (14.91, 6.55, -22.88)  0.12
H (13.43, 7.04, -23.74)  0.08
H (12.39, 6.40, -21.65)  0.06

Values from the calculation:
HOMO energy (eV): -9.0
HOMO-LUMO gap (eV): 9.6
Net charge: 0
ΔE to the lowest compared entry with this formula, charge and spin (kcal per mole): 40.0
Lowest unoccupied orbital energy (eV): 0.530
Molar mass (g mol⁻¹): 628.0

(5)
Entry from the OMol25 dataset: a cluster of 6 separate species, C5H22NO5 in total (the ωB97M-V functional and the def2-TZVPD basis).

Last column: natural (NBO) charge in e.
Geometry (Å):
C (-1.70, -0.14, -1.43)  -0.64
C (-0.79, -0.90, -0.58)  -0.07
N (-0.29, -0.12, 0.63)  -0.53
C (-0.51, -0.94, 1.84)  -0.21
C (-0.54, -2.43, 1.25)  -0.45
C (-1.11, -2.32, -0.20)  -0.44
H (-1.37, 0.91, -1.72)  0.25
H (-2.76, -0.10, -0.94)  0.21
H (-1.68, -0.68, -2.47)  0.26
H (0.06, -0.92, -1.30)  0.22
H (-0.75, 0.79, 0.59)  0.46
H (0.73, 0.07, 0.47)  0.46
H (0.25, -0.72, 2.47)  0.22
H (-1.63, -0.70, 2.30)  0.24
H (0.37, -3.10, 1.27)  0.26
H (-1.19, -3.10, 1.98)  0.25
H (-2.23, -2.48, -0.24)  0.23
H (-0.66, -3.04, -0.98)  0.27
H (-3.62, 3.65, -1.26)  0.50
H (-3.97, 2.27, -0.68)  0.46
O (-3.36, 2.78, -0.97)  -0.95
H (-0.69, 4.14, 0.78)  0.49
H (-1.64, 3.02, 0.26)  0.49
O (-0.93, 3.23, 0.80)  -0.98
H (3.42, -0.31, -2.51)  0.47
H (4.47, -0.48, -1.43)  0.49
O (3.54, -0.14, -1.64)  -0.95
H (2.39, -1.54, -0.52)  0.46
H (2.99, -2.22, 0.45)  0.45
O (2.56, -2.46, -0.46)  -0.92
H (2.34, 1.60, 2.01)  0.47
H (3.04, 2.29, 0.86)  0.50
O (2.22, 1.81, 1.14)  -0.96

Values from the calculation:
HOMO energy (eV): -14.1
HOMO-LUMO gap (eV): 11.4
Net charge: +1
ΔE to the lowest compared entry with this formula, charge and spin (kcal per mole): 87.8
Lowest unoccupied orbital energy (eV): -2.714
Molar mass (g mol⁻¹): 176.2

(6)
Entry from the OMol25 dataset: the ion C10H17N2 with charge +1 (the ωB97M-V functional and the def2-TZVPD basis).

Last column: natural (NBO) charge in e.
Geometry (Å):
C (-3.24, -0.70, 0.42)  -0.64
C (-2.05, -0.27, -0.29)  -0.10
C (-1.57, 0.96, -0.44)  -0.12
N (-0.29, 1.20, -1.15)  -0.36
C (0.31, 0.18, -2.01)  -0.44
C (0.68, 1.75, -0.12)  -0.25
C (0.82, 0.92, 1.14)  -0.23
N (1.64, -0.25, 1.03)  -0.37
C (3.00, -0.37, 0.76)  -0.08
C (3.23, -1.72, 0.70)  -0.27
C (2.07, -2.42, 1.06)  -0.28
C (1.07, -1.50, 1.29)  -0.10
H (-3.90, -1.16, -0.20)  0.25
H (-3.69, 0.23, 0.68)  0.21
H (-3.00, -1.16, 1.33)  0.24
H (-1.63, -1.16, -0.58)  0.21
H (-2.24, 1.71, 0.08)  0.26
H (-0.44, 1.87, -1.84)  0.43
H (-0.38, 0.10, -2.85)  0.24
H (1.44, 0.53, -2.25)  0.26
H (0.35, -0.84, -1.42)  0.26
H (0.36, 2.70, 0.12)  0.23
H (1.72, 2.05, -0.47)  0.25
H (1.32, 1.58, 1.85)  0.24
H (-0.27, 0.50, 1.48)  0.24
H (3.60, 0.53, 0.71)  0.22
H (4.09, -2.29, 0.53)  0.24
H (1.83, -3.47, 1.21)  0.24
H (0.05, -1.68, 1.67)  0.22

Values from the calculation:
HOMO energy (eV): -11.6
HOMO-LUMO gap (eV): 8.7
Net charge: +1
ΔE to the lowest compared entry with this formula, charge and spin (kcal per mole): 53.2
Lowest unoccupied orbital energy (eV): -2.919
Molar mass (g mol⁻¹): 165.3